Entry a
Computed, not measured: a cluster of 2 separate species, C14H17N3 in total, with ωB97M-V/def2-TZVPD.

Each line ends with the Mulliken charge.
Atoms and positions in Å:
C -1.20 -0.13 -2.98  -1.252
C -0.88 0.55 -1.68  0.350
C -1.75 1.19 -0.85  -0.670
N -1.07 1.94 0.10  0.058
C 0.25 2.01 -0.29  -0.285
C 1.34 2.55 0.40  -0.907
C 2.60 2.22 -0.04  -0.449
C 2.79 1.42 -1.17  -0.757
C 1.72 0.79 -1.79  -0.402
C 0.43 1.08 -1.33  1.168
H -1.58 -1.12 -2.69  0.320
H -0.34 -0.42 -3.57  0.323
H -2.02 0.35 -3.51  0.320
H -2.81 1.01 -0.77  0.404
H -1.52 2.72 0.55  0.274
H 1.13 3.00 1.37  0.473
H 3.49 2.53 0.49  0.388
H 3.77 1.21 -1.59  0.377
H 1.79 -0.04 -2.48  0.294
C -1.57 -3.99 0.51  -1.264
C -0.59 -2.90 0.02  0.124
C -0.36 -1.82 1.04  0.470
C 0.72 -1.02 1.28  -0.774
N 0.36 -0.22 2.34  0.069
C -0.89 -0.58 2.71  -0.340
N -1.31 -1.58 2.00  -0.585
H -1.00 -4.79 1.00  0.296
H -1.90 -4.56 -0.38  0.362
H -2.46 -3.58 0.96  0.369
H 0.33 -3.41 -0.27  0.421
H -1.13 -2.37 -0.77  -0.228
H 1.75 -1.01 0.97  0.397
H 0.92 0.55 2.66  0.244
H -1.39 -0.05 3.50  0.414

Values from the calculation:
Highest occupied orbital energy (eV): -7.94
Multiplicity: 1
E_LUMO (eV): 0.76
SMILES: Cc1c[nH]c2ccccc12.CCc1c[nH]cn1

=====

Entry b
Computed, not measured: a cluster of 2 separate species, C14H17N3 in total, with ωB97M-V/def2-TZVPD.

Each line ends with the Mulliken charge.
Atoms and positions in Å:
C 0.89 -1.58 2.23  -1.729
C -0.33 -1.08 1.53  0.226
C -1.42 -0.28 1.99  -0.820
N -2.47 -0.21 1.01  -0.144
C -2.06 -1.03 -0.07  -0.146
C -2.72 -1.19 -1.33  -0.663
C -2.09 -1.90 -2.34  -0.207
C -0.82 -2.46 -2.03  -0.580
C -0.22 -2.20 -0.81  -0.227
C -0.73 -1.44 0.23  0.933
H 1.65 -2.02 1.78  0.516
H 0.54 -2.55 2.53  0.450
H 1.27 -0.98 3.13  0.294
H -1.67 0.15 2.89  0.593
H -3.35 -0.22 1.54  0.307
H -3.60 -0.53 -1.48  0.373
H -2.30 -1.93 -3.44  0.289
H -0.26 -2.95 -2.99  0.184
H 0.69 -2.74 -0.67  0.360
C 3.74 1.77 0.35  -1.410
C 2.40 1.04 0.00  0.293
C 1.07 1.67 -0.26  0.474
C -0.05 1.15 -0.93  -0.819
N -1.05 2.14 -1.09  -0.070
C -0.61 3.22 -0.26  -0.284
N 0.57 2.93 0.32  -0.708
H 3.99 2.50 -0.37  0.317
H 4.57 1.19 0.61  0.392
H 3.34 2.05 1.29  0.383
H 2.47 0.50 -1.07  0.276
H 1.83 0.55 0.82  -0.260
H -0.18 0.33 -1.52  0.827
H -1.91 1.96 -1.30  0.202
H -1.20 4.13 -0.31  0.378

Values from the calculation:
Highest occupied orbital energy (eV): -7.77
Multiplicity: 1
E_LUMO (eV): 0.79
SMILES: Cc1c[nH]c2ccccc12.CCc1c[nH]cn1

=====

Decreasing stability: entry a, entry b

=====

Entry a
Computed, not measured: a cluster of 9 separate species, C27H63N9O9 in total, with ωB97M-V/def2-TZVPD.

Each line ends with the Mulliken charge.
Atoms and positions in Å:
C 4.94 0.75 6.20  -1.039
N 4.00 0.40 5.14  0.132
C 3.38 -0.97 5.27  -0.932
C 3.66 1.16 4.12  -0.047
O 2.95 0.76 3.23  -0.607
H 5.91 0.60 5.85  0.346
H 4.87 0.26 7.18  0.321
H 4.67 1.74 6.54  0.393
H 3.15 -1.24 6.18  0.445
H 4.11 -1.68 4.85  0.337
H 2.41 -1.05 4.65  0.175
H 4.12 2.09 4.16  0.481
C 7.02 -0.80 -0.85  -1.012
N 5.70 -0.50 -1.43  0.158
C 5.19 0.89 -1.16  -0.082
C 4.85 -1.28 -1.97  0.022
O 3.84 -0.86 -2.61  -0.678
H 7.66 0.02 -0.92  0.385
H 7.68 -1.58 -1.26  0.323
H 6.81 -1.09 0.17  0.387
H 5.47 1.61 -1.93  0.281
H 5.86 1.34 -0.29  0.327
H 4.08 0.69 -1.06  -0.330
H 5.28 -2.27 -2.02  0.377
C 0.49 3.77 2.40  -0.416
N 1.06 5.15 2.13  0.107
C 0.13 6.16 1.59  -0.634
C 2.28 5.46 2.40  0.297
O 2.76 6.58 2.16  -0.624
H -0.14 3.28 1.69  -0.122
H -0.06 3.70 3.30  0.335
H 1.35 2.98 2.32  0.106
H -0.85 5.45 1.26  -0.041
H 0.58 6.83 0.90  0.365
H -0.32 6.78 2.28  0.388
H 3.15 4.78 2.92  0.201
C 0.40 -0.43 1.21  -0.816
N 0.06 0.05 -0.19  0.710
C -1.32 0.01 -0.56  -0.343
C 0.97 0.48 -1.04  0.424
O 0.75 0.75 -2.26  -0.646
H 1.19 -0.97 0.90  0.708
H -0.38 -1.03 1.64  0.296
H 0.66 0.56 1.74  -0.316
H -1.94 -0.23 0.30  0.117
H -1.59 -0.73 -1.49  -0.136
H -1.64 1.01 -0.93  -0.058
H 2.05 0.34 -0.61  -0.376
C -4.45 -2.07 0.20  0.290
N -4.45 -2.61 1.44  0.253
C -5.13 -3.97 1.60  -1.306
C -4.08 -1.97 2.46  0.576
O -3.90 -2.47 3.63  -0.732
H -4.09 -2.84 -0.67  0.221
H -3.62 -1.32 0.29  -0.688
H -5.18 -1.46 -0.15  0.460
H -4.48 -4.70 1.73  0.368
H -5.57 -4.13 0.72  0.617
H -6.01 -3.78 2.19  0.373
H -3.89 -0.84 2.21  -0.244
C -1.35 0.61 -5.47  -0.272
N -1.29 1.98 -5.19  0.265
C -1.51 2.46 -3.77  -0.926
C -1.04 2.85 -6.20  0.149
O -0.92 4.00 -6.10  -0.462
H -0.93 0.01 -4.75  -0.222
H -0.66 0.54 -6.51  0.221
H -2.38 0.13 -5.73  0.182
H -0.63 2.18 -2.92  0.138
H -2.32 2.19 -3.22  0.497
H -1.70 3.56 -3.84  0.337
H -0.58 2.48 -7.27  0.180
C -1.12 -3.80 0.17  -0.825
N -0.05 -3.79 1.06  0.227
C -0.34 -3.80 2.54  -0.851
C 1.20 -3.96 0.69  0.228
O 2.21 -3.80 1.42  -0.628
H -0.95 -2.62 -0.18  0.136
H -2.14 -4.05 0.65  -0.130
H -0.96 -4.30 -0.61  0.865
H -1.34 -3.65 2.73  0.353
H 0.29 -3.01 2.98  0.174
H 0.10 -4.68 3.05  0.312
H 1.31 -3.75 -0.49  0.160
C 0.79 -3.54 -5.26  -0.970
N -0.20 -3.36 -4.27  0.365
C -0.25 -2.27 -3.29  -0.632
C -1.16 -4.36 -4.05  -0.336
O -2.02 -4.30 -3.17  -0.538
H 1.64 -2.94 -5.19  0.403
H 0.43 -3.03 -6.15  0.376
H 1.00 -4.76 -5.56  0.209
H -0.04 -2.54 -2.23  -0.035
H -1.28 -1.75 -3.41  0.177
H 0.65 -1.69 -3.41  0.409
H -1.21 -5.19 -4.64  0.507
C -5.84 2.96 0.46  -1.007
N -4.49 2.86 1.04  0.182
C -3.32 3.68 0.40  -0.707
C -4.32 1.90 2.00  0.135
O -3.18 1.69 2.51  -0.602
H -6.39 2.09 0.92  0.261
H -5.68 2.61 -0.45  0.499
H -6.33 3.97 0.28  0.285
H -3.19 3.34 -0.62  0.403
H -2.48 3.39 0.71  -0.184
H -3.28 4.66 0.43  0.586
H -5.20 1.28 2.18  0.227

Values from the calculation:
Highest occupied orbital energy (eV): -8.78
Multiplicity: 1
E_LUMO (eV): 0.26
SMILES: CN(C)C=O.CN(C)C=O.CN(C)C=O.CN(C)C=O.CN(C)C=O.CN(C)C=O.CN(C)C=O.CN(C)C=O.CN(C)C=O

=====

Entry b
Computed, not measured: a cluster of 9 separate species, C27H63N9O9 in total, with ωB97M-V/def2-TZVPD.

Each line ends with the Mulliken charge.
Atoms and positions in Å:
C 3.99 -0.66 -1.73  -0.728
N 3.11 -1.69 -2.21  0.371
C 3.28 -2.32 -3.38  0.857
C 2.29 -3.37 -3.69  -0.946
O 4.15 -2.17 -4.20  -0.694
H 3.59 -0.34 -0.74  0.005
H 4.04 0.14 -2.46  0.272
H 5.01 -0.90 -1.48  0.417
H 2.29 -1.80 -1.68  0.108
H 1.65 -3.64 -2.82  0.135
H 2.80 -4.23 -4.04  0.397
H 1.60 -3.08 -4.54  0.210
C 2.94 5.14 -1.16  -1.099
N 1.68 4.49 -0.79  0.048
C 0.57 4.58 -1.58  0.262
C -0.73 4.03 -0.96  -0.152
O 0.66 5.03 -2.72  -0.702
H 3.12 6.04 -0.64  0.320
H 2.95 5.30 -2.23  0.339
H 3.72 4.42 -0.91  0.333
H 1.57 4.20 0.19  0.291
H -0.49 3.35 -0.08  -0.086
H -1.31 3.58 -1.75  -0.035
H -1.25 4.85 -0.61  0.562
C 0.87 1.66 3.85  -1.027
N 1.59 1.29 2.63  0.126
C 1.90 2.15 1.65  1.017
C 2.72 1.61 0.52  0.258
O 1.53 3.33 1.65  -0.941
H 0.03 0.98 3.94  0.298
H 0.48 2.65 3.77  0.353
H 1.45 1.63 4.78  0.308
H 2.02 0.41 2.44  0.244
H 3.02 2.47 -0.09  -0.486
H 2.15 0.93 -0.18  -0.632
H 3.59 1.10 0.91  0.588
C 2.58 -2.55 4.64  -0.839
N 2.89 -3.16 3.35  -0.240
C 2.72 -2.49 2.17  0.427
C 2.74 -3.28 0.89  -0.608
O 2.53 -1.29 2.17  -0.672
H 3.18 -3.07 5.48  0.289
H 1.52 -2.55 4.96  0.161
H 2.82 -1.51 4.60  0.314
H 2.74 -4.14 3.21  0.292
H 1.78 -3.33 0.46  -0.012
H 3.15 -4.31 1.03  0.501
H 3.49 -2.82 0.24  0.175
C -4.19 -1.87 1.34  -0.635
N -3.72 -2.00 0.01  -0.050
C -2.98 -3.07 -0.37  0.674
C -2.44 -3.10 -1.74  -0.573
O -2.69 -4.03 0.33  -0.692
H -3.87 -2.72 1.90  0.045
H -5.31 -1.87 1.42  0.385
H -3.79 -1.03 1.86  0.239
H -3.82 -1.25 -0.71  0.198
H -1.97 -4.08 -2.01  0.293
H -1.64 -2.44 -1.78  -0.277
H -3.14 -2.71 -2.50  0.385
C -0.51 0.38 -2.34  -1.404
N -0.64 0.33 -0.90  1.303
C -0.07 -0.67 -0.13  0.156
C -0.55 -0.79 1.26  0.142
O 0.84 -1.35 -0.65  -0.648
H -0.38 -0.66 -2.67  0.375
H 0.31 1.04 -2.65  0.391
H -1.40 0.88 -2.74  0.278
H -1.41 0.82 -0.48  -0.322
H -1.24 -1.66 1.19  -0.323
H -1.07 0.04 1.71  0.254
H 0.30 -1.08 1.87  -0.529
C -3.02 3.61 2.26  -0.613
N -3.61 3.94 0.99  -0.062
C -3.68 3.02 -0.01  0.506
C -4.38 3.38 -1.34  -1.308
O -3.14 1.92 0.12  -0.606
H -3.33 2.56 2.55  0.170
H -3.26 4.32 3.03  0.399
H -1.92 3.36 2.21  0.089
H -3.92 4.90 0.77  0.252
H -3.92 2.84 -2.17  0.202
H -4.41 4.46 -1.48  0.429
H -5.44 3.13 -1.24  0.422
C 1.57 1.05 -4.95  -0.916
N 0.68 2.17 -4.81  -0.065
C -0.51 2.24 -5.49  0.709
C -1.14 3.60 -5.46  -0.832
O -0.99 1.28 -6.06  -0.659
H 1.61 0.79 -5.99  0.380
H 1.38 0.17 -4.32  0.150
H 2.55 1.49 -4.60  0.321
H 1.18 2.99 -4.55  0.255
H -0.52 4.44 -5.22  0.310
H -1.83 3.44 -4.62  0.027
H -1.70 3.72 -6.36  0.354
C -2.88 -3.87 4.07  -1.134
N -1.65 -4.37 3.38  -0.010
C -0.45 -4.56 3.94  0.815
C -0.46 -4.81 5.46  -1.574
O 0.54 -4.49 3.28  -0.569
H -3.77 -4.29 3.61  0.397
H -3.06 -2.84 3.91  0.315
H -2.88 -4.08 5.13  0.410
H -1.74 -4.39 2.36  0.153
H 0.48 -5.30 5.73  0.378
H -1.21 -5.58 5.65  0.526
H -0.54 -4.00 6.15  0.335

Values from the calculation:
Highest occupied orbital energy (eV): -8.94
Multiplicity: 1
E_LUMO (eV): 0.23
SMILES: CNC(C)=O.CNC(C)=O.CNC(C)=O.CNC(C)=O.CNC(C)=O.CNC(C)=O.CNC(C)=O.CNC(C)=O.CNC(C)=O

=====

Decreasing stability: entry b, entry a

=====

Entry a
Computed, not measured: a structure of composition C13H42F3O13V, with ωB97M-V/def2-TZVPD.

Each line ends with the Mulliken charge.
Atoms and positions in Å:
O 3.53 2.07 -1.36  -0.583
V 1.97 1.74 -1.57  0.817
O 1.35 2.81 -2.53  -0.498
C 0.46 -0.21 -0.02  1.872
O -0.10 0.76 -0.89  0.437
O 1.80 -0.06 -0.23  -0.715
C -0.03 0.04 1.42  0.270
F -0.13 -1.07 2.15  -0.289
F 0.81 0.85 2.09  -0.235
F -1.24 0.62 1.42  -0.174
C -1.32 0.44 -1.56  0.645
C -1.66 1.55 -2.56  -1.438
H -2.60 1.28 -3.02  0.432
H -1.76 2.47 -1.98  0.215
H -0.83 1.74 -3.24  0.346
H -2.17 0.42 -0.88  -0.381
H -1.30 -0.50 -2.11  0.106
H 0.20 -1.22 -0.35  -0.605
C -5.68 0.24 0.31  -0.202
O -5.89 1.00 1.47  -0.518
H -4.67 0.41 -0.07  -0.176
H -5.82 -0.84 0.41  0.326
H -6.31 0.63 -0.50  0.315
H -6.79 0.93 1.79  0.278
C -2.96 -2.58 -0.45  -0.081
O -3.59 -2.12 -1.67  -0.501
H -3.62 -3.34 -0.04  0.365
H -2.02 -3.05 -0.75  -0.190
H -2.84 -1.77 0.26  0.099
H -3.21 -2.64 -2.38  0.300
C 0.52 -4.10 -1.84  -0.260
O -0.09 -4.25 -3.13  -0.534
H -0.07 -4.53 -1.03  0.349
H 1.55 -4.45 -1.88  0.456
H 0.56 -3.02 -1.64  -0.302
H 0.50 -4.78 -3.66  0.303
C 2.11 -1.14 -3.38  -0.278
O 2.40 0.25 -3.27  -0.487
H 2.78 -1.66 -2.69  0.172
H 1.11 -1.31 -3.01  -0.047
H 2.25 -1.57 -4.38  0.375
H 3.32 0.44 -3.49  0.316
C 2.17 -2.66 3.78  -0.264
O 1.47 -3.89 4.00  -0.531
H 1.78 -1.78 4.30  0.252
H 3.18 -2.76 4.20  0.336
H 2.25 -2.41 2.72  -0.110
H 1.11 -3.81 4.89  0.304
C 3.60 2.33 2.90  -0.190
O 3.10 3.68 2.85  -0.602
H 3.33 1.79 2.00  -0.087
H 4.69 2.25 3.00  0.349
H 3.14 1.94 3.80  0.186
H 3.74 4.26 2.42  0.310
C 3.97 -2.57 0.32  -0.536
O 3.72 -1.51 1.20  -0.584
H 4.57 -3.32 0.84  0.338
H 3.08 -3.08 -0.07  0.077
H 4.64 -2.20 -0.46  0.271
H 3.13 -0.86 0.78  0.201
C -3.69 3.68 0.14  -0.125
O -2.70 4.06 1.08  -0.462
H -4.68 3.60 0.62  0.315
H -3.72 4.32 -0.74  0.258
H -3.46 2.67 -0.21  -0.239
H -3.05 4.08 1.97  0.277
C 0.36 3.67 0.57  -0.645
O 1.69 3.27 0.27  -0.460
H -0.07 3.15 1.43  0.242
H 0.21 4.73 0.78  0.603
H -0.30 3.37 -0.25  -0.013
H 2.18 3.50 1.08  0.226

Values from the calculation:
Highest occupied orbital energy (eV): -9.58
Multiplicity: 1
E_LUMO (eV): -0.42

=====

Entry b
Computed, not measured: a structure of composition C13H42F3O13V, with ωB97M-V/def2-TZVPD.

Each line ends with the Mulliken charge.
Atoms and positions in Å:
O -2.43 -33.16 2.61  -0.682
V -2.79 -31.73 1.95  1.495
O -4.30 -31.43 2.21  -0.385
C -0.97 -30.46 4.34  -0.317
O -1.03 -31.49 5.31  -0.078
O -2.01 -30.55 3.51  0.357
C -0.85 -29.06 4.96  0.475
F -1.02 -28.13 3.99  -0.246
F -1.77 -28.81 5.91  -0.260
F 0.36 -28.84 5.49  -0.290
C 0.10 -31.61 6.16  -0.177
C -0.10 -32.85 7.00  -1.419
H -0.31 -33.74 6.41  0.306
H 0.75 -33.02 7.66  0.443
H -0.95 -32.70 7.67  0.321
H 0.19 -30.76 6.84  0.244
H 1.02 -31.74 5.58  0.280
H -0.02 -30.58 3.78  0.184
C -4.19 -36.20 3.74  0.058
O -5.46 -36.84 3.74  -0.573
H -4.25 -35.14 3.50  -0.269
H -3.65 -36.35 4.68  0.368
H -3.55 -36.70 3.02  0.074
H -6.07 -36.38 4.32  0.327
C -3.21 -32.52 -1.41  -0.862
O -3.44 -32.78 -0.04  0.018
H -3.05 -31.45 -1.57  0.202
H -2.30 -33.01 -1.77  0.265
H -4.05 -32.84 -2.02  0.310
H -4.14 -33.47 0.05  0.213
C 0.41 -32.48 1.41  -0.764
O -0.72 -31.85 0.82  -0.164
H 0.69 -33.40 0.90  0.343
H 1.29 -31.83 1.42  0.346
H 0.16 -32.72 2.44  0.156
H -0.51 -31.55 -0.07  0.162
C -2.02 -28.47 1.10  -0.525
O -2.66 -29.66 0.58  -0.225
H -1.08 -28.79 1.55  0.112
H -1.76 -27.79 0.28  0.456
H -2.63 -27.97 1.84  0.124
H -3.09 -29.41 -0.25  0.201
C -4.65 -28.26 3.85  -0.160
O -5.13 -28.79 5.07  -0.597
H -5.14 -27.30 3.67  0.417
H -3.58 -28.08 3.88  -0.074
H -4.87 -28.93 3.02  0.050
H -4.51 -29.44 5.41  0.338
C -3.79 -32.87 5.89  -0.400
O -4.05 -31.59 5.34  -0.562
H -3.58 -33.62 5.12  0.049
H -2.91 -32.82 6.54  -0.031
H -4.65 -33.20 6.47  0.402
H -3.31 -31.27 4.79  0.022
C -6.23 -34.23 1.57  -0.326
O -5.28 -34.71 0.60  -0.498
H -7.12 -33.83 1.08  0.312
H -6.54 -35.07 2.19  0.302
H -5.79 -33.46 2.21  -0.049
H -5.69 -35.37 0.04  0.213
C -7.32 -31.33 3.84  -0.539
O -6.47 -32.40 4.18  -0.480
H -6.82 -30.66 3.13  0.124
H -8.18 -31.72 3.28  0.290
H -7.65 -30.79 4.72  0.278
H -5.62 -32.03 4.50  0.399
C -1.90 -35.75 0.62  0.115
O -1.29 -36.91 1.20  -0.554
H -1.32 -34.86 0.84  -0.290
H -1.98 -35.87 -0.47  0.375
H -2.90 -35.58 1.02  -0.042
H -1.68 -37.69 0.81  0.313

Values from the calculation:
Highest occupied orbital energy (eV): -9.15
Multiplicity: 1
E_LUMO (eV): -0.34

=====

Decreasing stability: entry b, entry a

=====

Entry a
Computed, not measured: a cluster of 2 separate species, C2H6N3O in total, with ωB97M-V/def2-TZVPD.

Each line ends with the Mulliken charge.
Atoms and positions in Å:
C 0.79 -0.71 -0.31  0.599
C -2.07 0.11 0.10  -0.113
N 2.06 1.39 -0.18  -0.419
N 1.69 0.10 -0.37  0.098
N 0.26 -1.88 -0.09  -0.373
O -0.94 0.32 -0.16  -0.416
H -2.87 0.58 -0.49  0.279
H -2.40 -0.72 0.87  0.285
H 1.73 2.11 0.49  0.275
H 0.72 -2.55 0.53  0.266
H -0.58 -2.19 -0.56  0.260
H 2.97 1.52 -0.56  0.258

Values from the calculation:
Total charge: +1
Highest occupied orbital energy (eV): -14.27
Multiplicity: 1
E_LUMO (eV): -4.10

=====

Entry b
Computed, not measured: a cluster of 2 separate species, C2H6N3O in total, with ωB97M-V/def2-TZVPD.

Each line ends with the Mulliken charge.
Atoms and positions in Å:
C 2.59 -0.06 -0.30  0.264
C -3.09 -0.53 -0.03  0.012
N 1.48 0.17 -0.49  -0.427
N 3.82 -0.36 -0.03  -0.428
N -1.20 0.70 -0.36  -0.292
O -1.94 -0.36 -0.50  0.040
H -3.58 -1.45 -0.29  0.286
H -3.58 0.22 0.59  0.251
H 4.26 0.03 0.79  0.247
H 4.43 -0.75 -0.74  0.248
H -1.52 1.43 0.27  0.270
H -0.14 0.54 -0.50  0.529

Values from the calculation:
Total charge: +1
Highest occupied orbital energy (eV): -13.91
Multiplicity: 1
E_LUMO (eV): -5.42

=====

Decreasing stability: entry a, entry b